This record from OMol25 describes a 14-piece molecular cluster, C55H151N13O14 overall at a distorted geometry. The level of theory is ωB97M-V/def2-TZVPD.

Cartesian coordinates (Å):
C 4.433 1.256 0.497
C 4.421 1.079 2.033
C 2.949 1.038 2.540
O 5.123 -0.109 2.405
H 5.426 1.357 0.118
H 3.932 2.194 0.304
H 3.986 0.402 -0.010
H 4.936 1.890 2.518
H 2.345 0.464 1.831
H 2.531 2.027 2.633
H 2.945 0.539 3.496
H 4.633 -0.903 2.213
C 3.008 -1.719 6.068
C 2.168 -2.319 4.927
C 2.348 -3.807 4.882
O 3.652 -4.227 4.642
C 3.791 -5.666 4.661
N 0.767 -2.042 4.815
H 3.009 -0.607 6.037
H 4.006 -2.113 6.102
H 2.551 -1.988 7.009
H 2.642 -1.812 4.012
H 1.651 -4.137 4.052
H 1.965 -4.186 5.813
H 4.886 -5.745 4.509
H 3.108 -5.973 3.840
H 3.553 -6.150 5.621
H 0.210 -2.600 5.461
H 0.568 -1.067 4.999
C -0.742 5.559 -2.074
C -0.032 6.589 -2.945
C 1.488 6.617 -2.632
O 1.975 7.725 -3.322
C 3.324 7.983 -2.975
N -0.382 6.309 -4.358
H -1.757 5.425 -2.308
H -0.653 5.873 -1.058
H -0.288 4.577 -2.094
H -0.461 7.547 -2.666
H 2.028 5.735 -3.028
H 1.607 6.648 -1.535
H 3.659 8.824 -3.531
H 3.961 7.126 -3.235
H 3.398 8.233 -1.906
H 0.183 6.838 -5.001
H -0.405 5.317 -4.604
C -3.428 -2.892 -1.234
C -4.531 -3.075 -2.247
C -5.571 -2.026 -1.967
O -6.459 -1.913 -3.106
C -7.633 -1.238 -2.591
N -4.002 -3.020 -3.626
H -3.098 -1.823 -1.238
H -2.640 -3.613 -1.384
H -3.917 -3.058 -0.274
H -5.041 -4.052 -2.146
H -5.064 -1.077 -1.701
H -6.130 -2.388 -1.096
H -8.136 -1.755 -1.759
H -8.354 -1.015 -3.373
H -7.340 -0.264 -2.180
H -3.389 -2.192 -3.749
H -4.768 -2.957 -4.261
C -1.525 1.504 -3.287
C -2.538 0.644 -4.096
C -2.775 1.288 -5.447
O -3.444 0.324 -6.259
C -4.851 0.346 -6.100
N -2.114 -0.731 -4.297
H -1.310 1.123 -2.291
H -1.881 2.558 -3.199
H -0.569 1.589 -3.897
H -3.524 0.661 -3.584
H -1.799 1.537 -5.946
H -3.343 2.197 -5.372
H -5.226 0.341 -5.050
H -5.301 -0.526 -6.573
H -5.314 1.226 -6.486
H -2.287 -1.037 -5.237
H -1.102 -0.879 -4.077
C 0.139 5.184 2.746
C 1.593 5.570 2.864
C 2.110 5.200 4.270
O 2.004 3.805 4.562
C 2.579 3.603 5.850
N 2.362 5.055 1.700
H -0.433 5.635 3.571
H -0.035 4.097 2.944
H -0.402 5.519 1.849
H 1.624 6.682 2.870
H 1.412 5.629 4.953
H 3.074 5.597 4.506
H 2.167 4.247 6.664
H 3.665 3.853 5.913
H 2.472 2.568 6.049
H 3.315 5.381 1.649
H 2.297 4.054 1.688
C -4.796 -4.013 4.007
C -3.396 -3.559 4.305
C -2.760 -4.520 5.239
O -1.538 -3.921 5.733
C -1.081 -4.697 6.774
N -2.667 -3.426 3.092
H -5.304 -4.127 4.990
H -4.777 -5.100 3.729
H -5.355 -3.384 3.334
H -3.377 -2.616 4.799
H -2.568 -5.528 4.801
H -3.368 -4.782 6.147
H -0.120 -4.292 7.094
H -0.921 -5.785 6.516
H -1.640 -4.553 7.674
H -2.835 -2.535 2.700
H -1.660 -3.575 3.212
C -1.057 -5.703 -2.416
C -0.586 -4.840 -3.546
C 0.714 -5.398 -4.028
O 1.698 -5.306 -2.977
C 2.887 -5.818 -3.590
N -1.525 -4.715 -4.711
H -0.326 -5.590 -1.617
H -0.976 -6.737 -2.749
H -2.117 -5.560 -2.180
H -0.407 -3.805 -3.232
H 1.065 -4.763 -4.875
H 0.735 -6.451 -4.393
H 3.795 -5.800 -2.983
H 3.163 -5.215 -4.483
H 2.667 -6.827 -3.929
H -1.822 -5.698 -4.866
H -2.385 -4.339 -4.336
C 3.373 -2.253 -3.177
C 3.080 -1.411 -4.407
C 1.609 -0.946 -4.160
O 0.930 -0.194 -5.131
C 0.862 -0.772 -6.420
N 4.005 -0.281 -4.492
H 2.755 -3.158 -3.175
H 3.154 -1.698 -2.220
H 4.404 -2.534 -3.183
H 3.172 -2.098 -5.286
H 1.629 -0.279 -3.303
H 0.981 -1.725 -3.781
H 0.674 -1.847 -6.371
H 1.846 -0.619 -6.850
H 0.100 -0.317 -6.983
H 3.837 0.172 -3.622
H 3.567 0.275 -5.285
C -1.871 1.142 4.300
C -0.913 1.799 5.257
C -1.561 2.858 6.127
O -1.948 3.932 5.283
C -2.388 5.134 5.939
N -0.240 0.781 6.086
H -1.309 0.315 3.844
H -2.235 1.770 3.471
H -2.696 0.663 4.830
H -0.085 2.301 4.785
H -0.794 3.169 6.830
H -2.422 2.355 6.654
H -3.103 5.584 5.268
H -1.557 5.860 6.053
H -2.937 5.003 6.842
H -1.004 0.226 6.512
H 0.390 1.144 6.761
C -4.173 3.329 0.876
C -5.392 2.521 0.279
C -5.535 3.028 -1.204
O -6.643 2.451 -1.822
C -7.853 3.162 -1.496
N -5.301 1.017 0.281
H -3.862 2.887 1.823
H -4.599 4.312 0.969
H -3.352 3.270 0.200
H -6.277 2.800 0.801
H -4.705 2.797 -1.847
H -5.506 4.116 -1.159
H -8.746 2.562 -1.649
H -7.929 4.116 -2.082
H -7.758 3.474 -0.474
H -6.036 0.727 -0.339
H -4.433 0.706 -0.146
C 0.686 -2.115 -0.739
C 0.639 -1.709 0.742
C -0.355 -0.592 0.963
O 0.078 0.554 0.273
C -0.596 1.787 0.537
N 0.232 -2.803 1.610
H 1.410 -2.916 -0.943
H 0.937 -1.236 -1.343
H -0.311 -2.407 -1.033
H 1.657 -1.443 0.952
H -0.498 -0.456 2.044
H -1.285 -1.033 0.703
H -0.021 2.541 0.025
H -0.654 2.002 1.594
H -1.571 1.809 0.070
H 0.518 -2.588 2.572
H 0.837 -3.590 1.328
C 5.744 -2.998 0.362
C 4.323 -3.230 0.703
C 3.904 -4.658 0.426
O 2.478 -4.691 0.491
C 1.839 -5.938 0.451
N 3.993 -2.654 1.996
H 5.967 -3.268 -0.665
H 6.344 -3.636 1.052
H 6.075 -1.961 0.507
H 3.779 -2.610 -0.002
H 4.185 -5.444 1.173
H 4.263 -4.946 -0.542
H 0.763 -5.679 0.495
H 2.170 -6.676 1.227
H 2.006 -6.462 -0.471
H 4.475 -3.104 2.766
H 2.986 -2.721 2.257
C 4.956 4.310 -4.642
C 4.235 3.010 -4.273
C 4.107 2.972 -2.778
O 3.329 1.860 -2.296
C 2.052 2.134 -1.788
N 3.017 3.029 -5.040
H 5.970 4.425 -4.276
H 4.270 5.129 -4.254
H 5.028 4.393 -5.752
H 4.869 2.185 -4.613
H 3.526 3.864 -2.528
H 5.045 3.011 -2.286
H 1.632 1.155 -1.565
H 1.362 2.500 -2.517
H 2.079 2.657 -0.782
H 2.535 3.889 -4.851
H 2.446 2.209 -4.858

Results
Frontier orbital gap: 9.01 eV
Energy relative to the best compared isomer or geometry (same formula, charge and spin): 0.00 kcal per mole
Largest force on an atom: 3.33 eV/Å
HOMO level: -8.469 eV

This record from OMol25 describes a single C16H30O2 molecule. The level of theory is ωB97M-V/def2-TZVPD.

Cartesian coordinates (Å):
C -0.232 2.735 -2.059
C -0.241 2.843 -0.539
C 1.158 2.999 0.061
C 1.998 1.730 -0.044
C 3.387 1.901 0.564
H 3.906 2.716 0.053
C 4.223 0.621 0.442
C 3.691 -0.476 1.310
C 3.258 -1.673 0.942
C 3.160 -2.237 -0.442
H 3.350 -1.470 -1.192
C 1.777 -2.851 -0.685
C 0.684 -1.791 -0.598
C -0.727 -2.369 -0.656
C -1.772 -1.260 -0.550
C -3.191 -1.802 -0.405
C -4.224 -0.670 -0.390
C -3.971 0.248 0.779
O -4.012 -0.064 1.939
O -3.674 1.494 0.383
H -3.500 2.066 1.147
H -4.174 -0.088 -1.309
H -5.224 -1.091 -0.278
H -3.417 -2.478 -1.233
H -3.272 -2.365 0.527
H -1.713 -0.619 -1.433
H -1.540 -0.642 0.322
H -0.868 -2.920 -1.589
H -0.862 -3.072 0.169
H 0.814 -1.069 -1.408
H 0.801 -1.253 0.346
H 1.755 -3.328 -1.668
H 1.589 -3.625 0.064
H 3.919 -3.017 -0.559
H 2.921 -2.357 1.712
H 3.681 -0.229 2.365
H 4.260 0.313 -0.602
H 5.247 0.842 0.761
H 3.294 2.175 1.618
H 1.484 0.915 0.469
H 2.108 1.446 -1.092
H 1.673 3.821 -0.443
H 1.062 3.270 1.116
H -0.720 1.957 -0.117
H -0.843 3.711 -0.256
H -1.249 2.689 -2.440
H 0.292 1.840 -2.384
H 0.261 3.600 -2.499

Results
Frontier orbital gap: 9.91 eV
Energy relative to the best compared isomer or geometry (same formula, charge and spin): 0.00 kcal per mole
Largest force on an atom: 0.73 eV/Å
HOMO level: -9.124 eV
SMILES: CCCCCC/C=C\CCCCCCCC(=O)O

This record from OMol25 describes a single C5H3N molecule at a distorted geometry. The level of theory is ωB97M-V/def2-TZVPD.

Cartesian coordinates (Å):
C 0.630 -0.598 0.290
C 0.604 -0.132 1.593
C -0.362 0.152 2.292
C 0.399 0.328 -0.860
C -1.081 0.402 -0.643
N -2.218 0.341 -0.331
H 0.377 -1.588 0.001
H 0.926 1.320 -0.598
H 0.725 -0.225 -1.744

Results
Frontier orbital gap (spin up / spin down): 8.74 / 8.73 eV
Energy relative to the best compared isomer or geometry (same formula, charge and spin): 85.64 kcal per mole
Largest force on an atom: 6.32 eV/Å
HOMO level (spin up / spin down): -10.455 / -10.454 eV

This record from OMol25 describes CH4OS3 as an isolated structure at a distorted geometry. The level of theory is ωB97M-V/def2-TZVPD.

Cartesian coordinates (Å):
C 0.532 -1.355 1.014
O -1.504 0.340 -1.065
S -0.964 3.202 -1.084
S 1.072 0.340 1.075
S -0.514 1.366 -0.822
H 0.022 -1.835 1.826
H 1.299 -1.887 0.586
H -0.276 -1.276 0.283
H 0.333 1.106 -1.814

Results
Frontier orbital gap (spin up / spin down): 6.90 / 6.93 eV
Energy relative to the best compared isomer or geometry (same formula, charge and spin): 61.43 kcal per mole
Largest force on an atom: 2.64 eV/Å
HOMO level (spin up / spin down): -9.402 / -9.400 eV

This record from OMol25 describes C40H25F9N3OPRuS4 as an isolated structure at a distorted geometry. The level of theory is ωB97M-V/def2-TZVPD.

Cartesian coordinates (Å):
Ru 0.020 0.344 -1.388
S 2.040 0.808 -2.975
C 1.965 2.475 -2.575
S 0.620 2.866 -1.570
C 2.921 3.367 -3.028
C 2.935 4.720 -2.650
N 2.966 5.814 -2.303
C 3.969 2.902 -3.847
N 4.810 2.492 -4.511
O -2.114 -0.730 -1.577
S -2.491 0.568 -2.220
C -4.300 0.514 -2.345
C -4.980 -0.484 -1.678
C -6.363 -0.514 -1.763
C -7.031 0.437 -2.517
C -6.328 1.425 -3.192
C -4.946 1.467 -3.109
C -2.461 1.722 -0.818
C -2.383 3.095 -1.014
C -2.372 3.926 0.094
C -2.469 3.393 1.371
C -2.582 2.023 1.554
C -2.564 1.177 0.457
H -4.434 -1.221 -1.109
H -6.912 -1.280 -1.237
H -8.107 0.405 -2.586
H -6.849 2.166 -3.779
H -4.379 2.227 -3.625
H -2.316 3.506 -2.011
H -2.278 4.993 -0.032
H -2.462 4.050 2.228
H -2.691 1.621 2.551
H -2.665 0.104 0.576
F -0.472 3.148 6.345
C 0.091 1.935 6.327
F -0.713 1.118 7.025
F 1.245 2.022 7.004
C 0.316 1.413 4.927
C 0.239 2.256 3.827
C 0.450 1.739 2.560
C 0.736 0.387 2.403
C 0.831 -0.449 3.513
C 0.623 0.064 4.777
P 1.023 -0.285 0.733
C 2.849 -0.281 0.649
C 3.707 -1.325 0.974
C 5.073 -1.166 0.803
C 5.580 0.031 0.310
C 4.732 1.094 0.028
C 3.373 0.934 0.204
C 7.068 0.163 0.077
F 7.767 -0.074 1.196
F 7.495 -0.720 -0.840
F 7.416 1.376 -0.357
C 0.355 -1.970 0.817
C -0.903 -2.133 1.403
C -1.604 -3.311 1.240
C -1.054 -4.332 0.477
C 0.212 -4.197 -0.079
C 0.914 -3.018 0.086
C -1.839 -5.587 0.188
F -1.958 -5.777 -1.140
F -1.248 -6.681 0.680
F -3.081 -5.552 0.676
H 0.013 3.302 3.965
H 0.384 2.381 1.690
H 1.056 -1.497 3.383
H 0.689 -0.576 5.644
H 3.321 -2.258 1.358
H 5.744 -1.974 1.054
H 5.136 2.030 -0.325
H 2.698 1.758 0.000
H -1.337 -1.325 1.976
H -2.579 -3.433 1.683
H 0.625 -5.005 -0.663
H 1.888 -2.902 -0.365
S 0.172 -3.889 -3.972
C 1.757 -3.388 -3.551
C 1.715 -2.232 -2.843
N 0.463 -1.742 -2.633
C -0.440 -2.505 -3.173
H 2.621 -3.948 -3.843
H 2.572 -1.696 -2.472
H -1.492 -2.302 -3.121

Results
Frontier orbital gap (spin up / spin down): 5.62 / 6.40 eV
<S²>: 0.907
Largest force on an atom: 3.15 eV/Å
Net charge: +1
2S+1: 2
HOMO level (spin up / spin down): -11.005 / -11.046 eV

This record from OMol25 describes a 2-piece molecular cluster, C4H7NS overall at a distorted geometry. The level of theory is ωB97M-V/def2-TZVPD.

Cartesian coordinates (Å):
C 0.490 0.041 -0.497
C 1.792 0.278 -0.475
C 2.506 0.388 0.790
C -1.852 -0.749 -0.259
N -0.675 -0.240 -0.370
S -4.316 0.331 0.227
H 2.340 0.442 -1.423
H 3.587 0.320 0.562
H 2.308 -0.481 1.443
H 2.078 1.270 1.339
H -2.213 -1.299 0.648
H -2.477 -1.006 -1.215
H -3.568 0.704 -0.771

Results
Frontier orbital gap (spin up / spin down): 6.01 / 7.16 eV
Energy relative to the best compared isomer or geometry (same formula, charge and spin): 113.42 kcal per mole
Largest force on an atom: 4.20 eV/Å
HOMO level (spin up / spin down): -7.205 / -7.965 eV